Density functional theory data (ωB97M-V/def2-TZVPD) for one molecule with the formula C3H6N2O2 in a non-equilibrium geometry.

As for the energy relative to the best compared isomer or geometry (same formula, charge and spin): 686.72 kJ/mol. For the LUMO energy (spin up / spin down), the calculation gives -0.89 / -0.89 eV. The multiplicity is 1. Its orbital gap (spin up / spin down) is 0.2994 / 0.2992 hartree. For the HOMO energy (spin up / spin down), the calculation gives -9.0 / -9.0 eV. For the energy, the calculation gives -377.6978 Ha.

Each line ends with the Löwdin charge.
Element x y z (Å)
C1 1.243 1.343 -0.588  -0.30
C2 0.158 -0.024 -0.498  -0.24
C3 -1.987 -0.337 0.334  -0.08
N1 1.547 -1.900 0.127  0.15
N2 0.636 -1.147 -0.182  -0.02
O1 1.252 1.459 0.666  -0.09
O2 -1.091 0.393 -0.477  -0.04
H1 2.151 1.020 -1.068  0.10
H2 0.731 2.053 -1.168  0.09
H3 -3.017 -0.459 -0.125  0.11
H4 -2.105 0.249 1.357  0.13
H5 -1.649 -1.292 0.820  0.09
H6 2.131 -1.359 0.801  0.09

---

Density functional theory data (ωB97M-V/def2-TZVPD) for one molecule with the formula C3H6N2O2.

As for the energy relative to the best compared isomer or geometry (same formula, charge and spin): 160.07 kJ/mol. For the LUMO energy, the calculation gives 0.78 eV. The multiplicity is 1. Its orbital gap is 0.3873 hartree. For the HOMO energy, the calculation gives -9.8 eV. The structure (SMILES) is [H]/N=C/OCC(N)=O. For the energy, the calculation gives -377.8984 Ha.

Each line ends with the Löwdin charge.
Element x y z (Å)
H1 -2.160 -1.283 -1.065  0.06
N1 -1.431 -0.803 -0.548  0.11
C1 -0.691 -1.642 0.043  -0.30
O1 0.392 -1.350 0.752  -0.04
C2 0.987 -0.044 0.846  -0.07
C3 0.869 1.034 -0.259  -0.51
N2 -0.286 1.762 -0.328  0.14
O2 1.877 1.323 -0.877  0.06
H2 -0.834 -2.726 0.051  0.14
H3 0.684 0.402 1.798  0.13
H4 2.051 -0.269 0.879  0.13
H5 -0.291 2.413 -1.103  0.11
H6 -1.136 1.218 -0.224  0.06

---

Density functional theory data (ωB97M-V/def2-TZVPD) for one molecule with the formula C3H6N2O2 in a non-equilibrium geometry.

As for the energy relative to the best compared isomer or geometry (same formula, charge and spin): 197.81 kJ/mol. For the LUMO energy, the calculation gives 0.50 eV. The multiplicity is 1. Its orbital gap is 0.3583 hartree. For the HOMO energy, the calculation gives -9.2 eV. The structure (SMILES) is NC(=O)NCC=O. For the energy, the calculation gives -377.8840 Ha.

Each line ends with the Löwdin charge.
Element x y z (Å)
N1 -0.432 1.298 -1.014  0.17
C1 0.082 0.092 -1.367  -0.57
O1 -0.077 -0.621 -2.323  0.06
N2 0.775 -0.562 -0.244  0.03
C2 0.638 -0.894 1.156  -0.19
C3 -0.451 -0.246 1.977  -0.22
O2 -0.644 0.940 1.827  0.03
H1 -0.537 1.979 -1.753  0.11
H2 -0.206 1.709 -0.124  0.08
H3 1.183 -1.362 -0.703  0.11
H4 1.561 -0.686 1.740  0.13
H5 0.372 -1.963 1.241  0.12
H6 -0.848 -0.779 2.856  0.12

---

Density functional theory data (ωB97M-V/def2-TZVPD) for a 3-piece molecular cluster, C3H6N2O2 overall.

As for the energy relative to the best compared isomer or geometry (same formula, charge and spin): 417.03 kJ/mol. For the LUMO energy, the calculation gives 0.55 eV. The multiplicity is 1. Its orbital gap is 0.4000 hartree. For the HOMO energy, the calculation gives -10.3 eV. The structure (SMILES) is N=C=NC=O.[H][H].C=O. For the energy, the calculation gives -377.8005 Ha.

Each line ends with the Löwdin charge.
Element x y z (Å)
N1 -1.421 -0.920 -1.663  0.20
C1 -0.984 -0.840 -0.542  -0.28
N2 -0.529 -0.909 0.606  0.08
C2 -1.359 -0.897 1.734  -0.33
O1 -0.961 -0.786 2.860  0.06
H1 -1.243 -0.238 -2.386  0.08
H2 -2.419 -1.055 1.471  0.13
H3 1.780 0.321 0.962  0.06
H4 1.182 -0.118 0.998  0.06
C3 1.497 1.383 -1.004  -0.18
O2 0.741 0.777 -1.724  -0.05
H5 1.130 2.055 -0.204  0.08
H6 2.587 1.228 -1.109  0.09

---

Density functional theory data (ωB97M-V/def2-TZVPD) for a 3-piece molecular cluster, C3H6N2O2 overall in a non-equilibrium geometry.

As for the energy relative to the best compared isomer or geometry (same formula, charge and spin): 568.95 kJ/mol. For the LUMO energy, the calculation gives -0.80 eV. The multiplicity is 1. Its orbital gap is 0.3078 hartree. For the HOMO energy, the calculation gives -9.2 eV. For the energy, the calculation gives -377.7426 Ha.

Each line ends with the Löwdin charge.
Element x y z (Å)
C1 0.213 0.104 -1.329  -0.21
O1 -0.568 1.263 -1.042  -0.14
H1 -1.039 1.559 -1.830  0.10
H2 1.047 0.340 -2.001  0.10
H3 -0.385 -0.695 -1.778  0.10
H4 1.012 -0.008 -0.372  0.01
C2 -0.295 -1.109 0.673  -0.34
N1 -1.137 -0.205 1.093  0.22
C3 1.743 0.143 1.095  -0.29
O2 -0.001 -2.227 0.607  0.25
N2 1.827 0.349 2.236  -0.07
H5 -1.279 -0.189 2.098  0.16
H6 -1.137 0.675 0.549  0.11

---

Density functional theory data (ωB97M-V/def2-TZVPD) for a 2-piece molecular cluster, C3H6N2O2 overall in a non-equilibrium geometry.

As for the energy relative to the best compared isomer or geometry (same formula, charge and spin): 375.33 kJ/mol. For the LUMO energy, the calculation gives 0.32 eV. The multiplicity is 1. Its orbital gap is 0.2907 hartree. For the HOMO energy, the calculation gives -7.6 eV. For the energy, the calculation gives -377.8164 Ha.

Each line ends with the Löwdin charge.
Element x y z (Å)
C1 -1.293 0.097 -1.656  -0.05
C2 1.517 -1.007 -0.244  -0.53
C3 0.073 0.472 0.122  -0.35
N1 -0.928 -0.185 -0.432  -0.07
N2 -0.081 0.352 1.619  0.11
O1 1.567 -1.446 0.878  0.04
O2 1.765 -1.031 -1.377  0.14
H1 -2.015 -0.438 -2.211  0.03
H2 -0.802 0.935 -2.266  0.09
H3 0.316 1.513 -0.307  0.14
H4 -1.000 0.019 1.999  0.16
H5 0.574 -0.502 1.657  0.08
H6 0.308 1.221 2.218  0.21

---

Density functional theory data (ωB97M-V/def2-TZVPD) for one molecule with the formula C3H6N2O2 in a non-equilibrium geometry.

As for the energy relative to the best compared isomer or geometry (same formula, charge and spin): 336.40 kJ/mol. For the LUMO energy, the calculation gives 0.90 eV. The multiplicity is 1. Its orbital gap is 0.3458 hartree. For the HOMO energy, the calculation gives -8.5 eV. The structure (SMILES) is CN1N=CO[C@@H]1O. For the energy, the calculation gives -377.8312 Ha.

Each line ends with the Löwdin charge.
Element x y z (Å)
C1 0.663 -1.067 0.537  -0.10
N1 -0.272 -0.338 -0.273  -0.18
N2 -1.548 -0.381 0.188  0.06
C2 -2.168 0.666 -0.057  -0.16
O1 -1.315 1.633 -0.620  -0.02
C3 0.032 1.132 -0.598  -0.37
O2 0.710 1.298 -1.786  0.03
H1 0.394 -2.198 0.697  0.12
H2 1.742 -0.958 0.050  0.12
H3 0.920 -0.476 1.435  0.06
H4 -3.173 1.007 0.080  0.12
H5 0.599 1.516 0.300  0.17
H6 0.110 1.109 -2.583  0.16

---

Density functional theory data (ωB97M-V/def2-TZVPD) for one molecule with the formula C3H6N2O2 in a non-equilibrium geometry.

As for the energy relative to the best compared isomer or geometry (same formula, charge and spin): 71.11 kJ/mol. For the LUMO energy, the calculation gives 0.63 eV. The multiplicity is 1. Its orbital gap is 0.4049 hartree. For the HOMO energy, the calculation gives -10.4 eV. The structure (SMILES) is CN(C=O)C(N)=O. For the energy, the calculation gives -377.9323 Ha.

Each line ends with the Löwdin charge.
Element x y z (Å)
C1 1.614 -0.579 0.004  -0.02
N1 0.224 -0.198 0.164  -0.04
C2 -0.555 -0.953 1.011  -0.30
O1 -0.194 -1.788 1.828  0.04
C3 -0.425 0.623 -0.822  -0.53
N2 -1.577 1.241 -0.448  0.15
O2 0.087 0.919 -1.892  0.07
H1 1.820 -1.590 0.367  0.09
H2 2.217 0.112 0.601  0.10
H3 1.937 -0.521 -1.040  0.09
H4 -1.636 -0.744 0.796  0.14
H5 -1.840 1.979 -1.093  0.12
H6 -1.673 1.500 0.524  0.11